A cluster of 15 separate species, C60H146N15O22 in total in a non-equilibrium geometry. Source: the OMol25 dataset; level of theory: ωB97M-V/def2-TZVPD.

Values from the calculation:
2S+1	2
total charge	+4
electronic energy	-131916.27023	eV

Each atom is followed by the atoms it is bonded to, with distances in Å.
Geometry (Å):
1 C 17.88 -15.37 6.23  N2 1.544, H8 1.090, H9 1.090, H10 1.090
2 N 16.84 -15.09 7.33  C1 1.544, C3 1.508, C4 1.547, C5 1.564
3 C 15.51 -14.84 6.67  N2 1.508, H11 1.090, H12 1.090, H13 1.090
4 C 16.69 -16.19 8.41  N2 1.547, H14 1.090, H15 1.090, H16 1.090
5 C 17.22 -13.81 8.15  N2 1.564, C6 1.506, H17 1.090, H18 1.090
6 C 18.66 -13.68 8.58  C5 1.506, O7 1.385, H19 1.090, H20 1.090
7 O 18.90 -12.59 9.41  C6 1.385, H21 0.960
8 H 17.71 -16.30 5.69  C1 1.090
9 H 18.91 -15.34 6.60  C1 1.090
10 H 17.90 -14.54 5.52  C1 1.090
11 H 15.52 -13.97 6.02  C3 1.090
12 H 14.88 -14.70 7.55  C3 1.090
13 H 15.31 -15.76 6.11  C3 1.090
14 H 15.97 -15.87 9.16  C4 1.090
15 H 17.60 -16.19 9.01  C4 1.090
16 H 16.35 -17.11 7.95  C4 1.090
17 H 16.63 -13.82 9.07  C5 1.090
18 H 16.96 -13.00 7.47  C5 1.090
19 H 19.25 -13.45 7.69  C6 1.090
20 H 19.08 -14.55 9.07  C6 1.090
21 H 18.61 -12.95 10.25  O7 0.960
22 C 17.74 -19.14 11.57  N23 1.590, H29 1.090, H30 1.090, H31 1.090
23 N 19.14 -19.44 10.88  C22 1.590, C24 1.594, C25 1.601, C26 1.632
24 C 18.98 -20.66 9.87  N23 1.594, H32 1.090, H33 1.090, H34 1.090
25 C 19.54 -18.17 9.98  N23 1.601, H35 1.090, H36 1.090, H37 1.090
26 C 20.31 -19.74 11.98  N23 1.632, C27 1.570, H38 1.090, H39 1.090
27 C 20.02 -20.98 12.90  C26 1.570, O28 1.405, H40 1.090, H41 1.090
28 O 19.64 -22.13 12.18  C27 1.405, H42 0.960
29 H 17.89 -18.40 12.35  C22 1.090
30 H 17.42 -20.05 12.07  C22 1.090
31 H 17.03 -18.82 10.80  C22 1.090
32 H 19.97 -21.06 9.63  C24 1.090
33 H 18.65 -20.25 8.92  C24 1.090
34 H 18.21 -21.35 10.24  C24 1.090
35 H 19.42 -17.22 10.50  C25 1.090
36 H 18.68 -18.19 9.31  C25 1.090
37 H 20.37 -18.19 9.28  C25 1.090
38 H 20.23 -18.86 12.61  C26 1.090
39 H 21.23 -19.83 11.40  C26 1.090
40 H 19.28 -20.71 13.65  C27 1.090
41 H 20.90 -21.12 13.53  C27 1.090
42 H 19.78 -22.91 12.73  O28 0.960
43 C 11.96 -16.45 11.17  N44 1.540, H50 1.090, H51 1.090, H52 1.090
44 N 13.04 -16.76 12.22  C43 1.540, C45 1.570, C46 1.509, C47 1.597
45 C 13.96 -18.01 12.01  N44 1.570, H53 1.090, H54 1.090, H55 1.090
46 C 14.07 -15.66 12.28  N44 1.509, H56 1.090, H57 1.090, H58 1.090
47 C 12.27 -16.83 13.62  N44 1.597, C48 1.496, H59 1.090, H60 1.090
48 C 11.10 -17.75 13.70  C47 1.496, O49 1.397, H61 1.090, H62 1.090
49 O 11.53 -19.07 13.66  C48 1.397, H63 0.960
50 H 11.44 -15.54 11.47  C43 1.090
51 H 11.28 -17.29 11.06  C43 1.090
52 H 12.52 -16.13 10.29  C43 1.090
53 H 14.36 -18.08 10.99  C45 1.090
54 H 13.41 -18.95 12.08  C45 1.090
55 H 14.77 -18.00 12.73  C45 1.090
56 H 14.60 -15.78 13.23  C46 1.090
57 H 13.62 -14.67 12.20  C46 1.090
58 H 14.56 -15.59 11.31  C46 1.090
59 H 11.94 -15.81 13.84  C47 1.090
60 H 13.05 -17.03 14.36  C47 1.090
61 H 10.37 -17.50 12.92  C48 1.090
62 H 10.58 -17.50 14.63  C48 1.090
63 H 10.75 -19.54 13.33  O49 0.960
64 C 9.29 -12.39 12.49  N65 1.513, H71 1.090, H72 1.090, H73 1.090
65 N 9.86 -11.21 13.25  C64 1.513, C66 1.543, C67 1.559, C68 1.541
66 C 9.14 -9.91 12.82  N65 1.543, H74 1.090, H75 1.090, H76 1.090
67 C 9.72 -11.33 14.79  N65 1.559, H77 1.090, H78 1.090, H79 1.090
68 C 11.34 -11.03 12.88  N65 1.541, C69 1.468, H80 1.090, H81 1.090
69 C 12.33 -12.01 13.33  C68 1.468, O70 1.406, H82 1.090, H83 1.090
70 O 12.72 -11.72 14.65  C69 1.406, H84 0.960
71 H 9.25 -12.20 11.41  C64 1.090
72 H 8.24 -12.38 12.76  C64 1.090
73 H 9.66 -13.39 12.71  C64 1.090
74 H 9.62 -9.11 13.37  C66 1.090
75 H 8.16 -10.07 13.27  C66 1.090
76 H 9.17 -9.84 11.73  C66 1.090
77 H 8.73 -11.56 15.19  C67 1.090
78 H 9.94 -10.35 15.22  C67 1.090
79 H 10.36 -12.06 15.28  C67 1.090
80 H 11.48 -10.01 13.23  C68 1.090
81 H 11.34 -11.04 11.79  C68 1.090
82 H 13.18 -12.05 12.64  C69 1.090
83 H 11.98 -13.04 13.23  C69 1.090
84 H 13.59 -12.09 14.77  O70 0.960
85 C 17.78 -8.94 15.95  C86 1.549, H94 1.090, H95 1.090, H96 1.090
86 C 17.81 -9.35 14.45  C85 1.549, C87 1.517, H97 1.090, H98 1.090
87 C 16.52 -9.23 13.68  C86 1.517, N88 1.575, H99 1.090, H100 1.090
88 N 16.48 -10.11 12.37  C87 1.575, C89 1.537, C90 1.510, C93 1.489
89 C 17.76 -9.87 11.55  N88 1.537, H101 1.090, H102 1.090, H103 1.090
90 C 15.29 -9.65 11.56  N88 1.510, C91 1.512, H104 1.090, H105 1.090
91 C 14.92 -10.89 10.79  C90 1.512, C92 1.493, H106 1.090, H107 1.090
92 C 15.63 -12.10 11.32  C91 1.493, C93 1.480, H108 1.090, H109 1.090
93 C 16.26 -11.57 12.55  N88 1.489, C92 1.480, H110 1.090, H111 1.090
94 H 17.22 -8.02 16.08  C85 1.090
95 H 18.69 -8.84 16.53  C85 1.090
96 H 17.13 -9.67 16.45  C85 1.090
97 H 18.30 -10.32 14.48  C86 1.090
98 H 18.50 -8.81 13.81  C86 1.090
99 H 16.34 -8.26 13.19  C87 1.090
100 H 15.60 -9.44 14.22  C87 1.090
101 H 17.59 -10.33 10.58  C89 1.090
102 H 18.51 -10.54 11.97  C89 1.090
103 H 18.15 -8.87 11.39  C89 1.090
104 H 15.54 -8.78 10.94  C90 1.090
105 H 14.44 -9.53 12.23  C90 1.090
106 H 15.40 -10.71 9.83  C91 1.090
107 H 13.85 -11.04 10.65  C91 1.090
108 H 16.46 -12.29 10.64  C92 1.090
109 H 15.09 -13.04 11.39  C92 1.090
110 H 17.10 -12.16 12.90  C93 1.090
111 H 15.51 -11.56 13.34  C93 1.090
112 C 2.24 -16.84 8.23  C113 1.595, H121 1.090, H122 1.090, H123 1.090
113 C 3.45 -17.13 9.22  C112 1.595, C114 1.517, H124 1.090, H125 1.090
114 C 4.77 -16.53 8.78  C113 1.517, N115 1.546, H126 1.090, H127 1.090
115 N 6.06 -17.05 9.46  C114 1.546, C116 1.507, C117 1.561, C120 1.551
116 C 6.15 -18.54 9.34  N115 1.507, H128 1.090, H129 1.090, H130 1.090
117 C 7.28 -16.26 8.88  N115 1.561, C118 1.557, H131 1.090, H132 1.090
118 C 8.18 -16.20 10.14  C117 1.557, C119 1.521, H133 1.090, H134 1.090
119 C 7.46 -16.59 11.42  C118 1.521, C120 1.468, H135 1.090, H136 1.090
120 C 6.07 -16.65 10.96  N115 1.551, C119 1.468, H137 1.090, H138 1.090
121 H 1.47 -16.11 8.51  C112 1.090
122 H 1.62 -17.73 8.06  C112 1.090
123 H 2.59 -16.54 7.25  C112 1.090
124 H 3.60 -18.21 9.28  C113 1.090
125 H 3.11 -16.80 10.20  C113 1.090
126 H 4.73 -15.47 9.03  C114 1.090
127 H 5.05 -16.69 7.74  C114 1.090
128 H 5.63 -19.07 10.13  C116 1.090
129 H 7.23 -18.73 9.38  C116 1.090
130 H 5.89 -18.95 8.36  C116 1.090
131 H 7.72 -16.86 8.08  C117 1.090
132 H 7.01 -15.25 8.57  C117 1.090
133 H 9.10 -16.78 10.06  C118 1.090
134 H 8.57 -15.18 10.18  C118 1.090
135 H 7.75 -17.53 11.88  C119 1.090
136 H 7.62 -15.84 12.20  C119 1.090
137 H 5.52 -17.40 11.53  C120 1.090
138 H 5.62 -15.66 11.06  C120 1.090
139 C 7.33 -23.19 14.76  C140 1.598, H148 1.090, H149 1.090, H150 1.090
140 C 7.73 -21.97 15.70  C139 1.598, C141 1.558, H151 1.090, H152 1.090
141 C 6.53 -21.01 15.97  C140 1.558, N142 1.547, H153 1.090, H154 1.090
142 N 6.88 -19.78 16.84  C141 1.547, C143 1.575, C144 1.629, C147 1.577
143 C 7.11 -20.24 18.32  N142 1.575, H155 1.090, H156 1.090, H157 1.090
144 C 5.71 -18.65 16.74  N142 1.629, C145 1.505, H158 1.090, H159 1.090
145 C 6.05 -17.79 15.55  C144 1.505, C146 1.556, H160 1.090, H161 1.090
146 C 7.54 -18.03 15.16  C145 1.556, C147 1.520, H162 1.090, H163 1.090
147 C 8.08 -18.92 16.27  N142 1.577, C146 1.520, H164 1.090, H165 1.090
148 H 8.29 -23.61 14.46  C139 1.090
149 H 6.69 -23.04 13.89  C139 1.090
150 H 6.77 -23.84 15.43  C139 1.090
151 H 8.43 -21.42 15.07  C140 1.090
152 H 8.15 -22.36 16.63  C140 1.090
153 H 5.63 -21.36 16.46  C141 1.090
154 H 6.35 -20.56 14.99  C141 1.090
155 H 6.19 -20.77 18.56  C143 1.090
156 H 7.27 -19.46 19.07  C143 1.090
157 H 7.95 -20.92 18.28  C143 1.090
158 H 5.92 -17.93 17.53  C144 1.090
159 H 4.71 -19.09 16.75  C144 1.090
160 H 5.81 -16.75 15.75  C145 1.090
161 H 5.29 -17.96 14.78  C145 1.090
162 H 8.10 -17.11 14.99  C146 1.090
163 H 7.49 -18.66 14.27  C146 1.090
164 H 8.36 -18.27 17.09  C147 1.090
165 H 8.86 -19.63 15.97  C147 1.090
166 C 14.21 -18.83 20.69  C167 1.537, H175 1.090, H176 1.090, H177 1.090
167 C 13.25 -17.79 20.07  C166 1.537, C168 1.581, H178 1.090, H179 1.090
168 C 14.07 -16.81 19.13  C167 1.581, N169 1.534, H180 1.090, H181 1.090
169 N 13.21 -15.89 18.26  C168 1.534, C170 1.553, C171 1.537, C174 1.564
170 C 12.59 -16.75 17.13  N169 1.553, H182 1.090, H183 1.090, H184 1.090
171 C 14.15 -14.76 17.81  N169 1.537, C172 1.553, H185 1.090, H186 1.090
172 C 13.20 -13.59 17.46  C171 1.553, C173 1.493, H187 1.090, H188 1.090
173 C 12.17 -13.63 18.54  C172 1.493, C174 1.555, H189 1.090, H190 1.090
174 C 12.08 -15.11 19.02  N169 1.564, C173 1.555, H191 1.090, H192 1.090
175 H 14.32 -19.64 19.97  C166 1.090
176 H 13.84 -19.39 21.54  C166 1.090
177 H 15.15 -18.49 21.12  C166 1.090
178 H 12.81 -17.16 20.84  C167 1.090
179 H 12.54 -18.27 19.40  C167 1.090
180 H 14.69 -17.33 18.39  C168 1.090
181 H 14.89 -16.26 19.59  C168 1.090
182 H 13.33 -17.50 16.83  C170 1.090
183 H 12.48 -16.01 16.34  C170 1.090
184 H 11.60 -17.16 17.30  C170 1.090
185 H 14.93 -15.08 17.11  C171 1.090
186 H 14.55 -14.24 18.68  C171 1.090
187 H 12.78 -13.74 16.46  C172 1.090
188 H 13.71 -12.63 17.38  C172 1.090
189 H 11.24 -13.25 18.12  C173 1.090
190 H 12.42 -13.12 19.47  C173 1.090
191 H 11.18 -15.71 18.93  C174 1.090
192 H 12.16 -15.16 20.10  C174 1.090
193 C 10.81 -23.06 18.13  C194 1.583, H202 1.090, H203 1.090, H204 1.090
194 C 11.83 -22.16 17.32  C193 1.583, C195 1.526, H205 1.090, H206 1.090
195 C 12.90 -23.10 16.77  C194 1.526, N196 1.550, H207 1.090, H208 1.090
196 N 13.87 -22.39 15.79  C195 1.550, C197 1.569, C198 1.636, C201 1.557
197 C 14.12 -20.91 16.25  N196 1.569, H209 1.090, H210 1.090, H211 1.090
198 C 15.39 -22.98 15.61  N196 1.636, C199 1.501, H212 1.090, H213 1.090
199 C 15.76 -22.74 14.18  C198 1.501, C200 1.556, H214 1.090, H215 1.090
200 C 14.58 -22.01 13.45  C199 1.556, C201 1.562, H216 1.090, H217 1.090
201 C 13.34 -22.35 14.33  N196 1.557, C200 1.562, H218 1.090, H219 1.090
202 H 10.27 -23.87 17.64  C193 1.090
203 H 10.01 -22.53 18.66  C193 1.090
204 H 11.33 -23.49 18.99  C193 1.090
205 H 12.16 -21.40 18.02  C194 1.090
206 H 11.20 -21.72 16.54  C194 1.090
207 H 12.48 -23.94 16.22  C195 1.090
208 H 13.57 -23.44 17.56  C195 1.090
209 H 14.49 -21.00 17.27  C197 1.090
210 H 13.21 -20.31 16.20  C197 1.090
211 H 14.84 -20.44 15.59  C197 1.090
212 H 16.09 -22.47 16.28  C198 1.090
213 H 15.64 -24.02 15.84  C198 1.090
214 H 16.62 -22.15 13.88  C199 1.090
215 H 15.81 -23.71 13.68  C199 1.090
216 H 14.71 -20.95 13.29  C200 1.090
217 H 14.38 -22.40 12.45  C200 1.090
218 H 12.52 -21.63 14.32  C201 1.090
219 H 12.80 -23.29 14.17  C201 1.090
220 N 10.52 -17.94 7.71  O221 1.202, O222 1.199, O223 1.210
221 O 11.52 -18.19 8.33  N220 1.202
222 O 10.37 -16.84 7.26  N220 1.199
223 O 9.71 -18.83 7.53  N220 1.210
224 N 16.09 -13.57 15.45  O225 1.220, O226 1.191, O227 1.247
225 O 14.99 -13.46 14.93  N224 1.220
226 O 16.89 -14.45 15.28  N224 1.191
227 O 16.53 -12.54 16.00  N224 1.247
228 N 8.74 -20.37 11.93  O229 1.239, O230 1.212, O231 1.248
229 O 9.14 -20.07 10.80  N228 1.239
230 O 7.55 -20.50 12.15  N228 1.212
231 O 9.59 -20.68 12.79  N228 1.248
232 N 17.87 -15.36 11.99  O233 1.151, O234 1.233, O235 1.189
233 O 17.23 -16.20 11.53  N232 1.151
234 O 18.24 -15.50 13.16  N232 1.233
235 O 18.07 -14.43 11.29  N232 1.189
236 N 14.61 -21.20 9.10  O237 1.236, O238 1.203, O239 1.255
237 O 15.19 -22.29 8.97  N236 1.236
238 O 15.02 -20.35 9.84  N236 1.203
239 O 13.60 -20.90 8.41  N236 1.255
240 N 12.62 -13.38 9.35  O241 1.239, O242 1.197, O243 1.238
241 O 13.76 -13.85 9.47  N240 1.239
242 O 12.13 -13.38 8.26  N240 1.197
243 O 11.85 -13.16 10.29  N240 1.238